Entry 1:
Molecular formula: C27H46Br16N3O6P2
Method: DFT, the ωB97M-V functional and the def2-TZVPD basis

As for the net charge: +1. For the lowest unoccupied orbital energy, the calculation gives -5.893 eV. The calculation puts the HOMO energy at -10.28 eV. The energy relative to the best compared isomer or geometry (same formula, charge and spin) comes out at 8.145 eV. The value obtained for the HOMO-LUMO gap is 4.39 eV. Its spin multiplicity is 1.

```
100
Properties=species:S:1:pos:R:3:forces:R:3:mulliken_charge:R:1
C 5.1763 -2.7731 2.3604 -0.7 0.9 -0.5 -0.48
C 3.6114 -2.7556 2.6962 -0.9 -1.8 4.2 0.49
O 3.1781 -3.2862 3.7707 1.7 1.9 -4.6 -0.56
N 2.5907 -2.1379 1.8189 1.3 -2.1 -1.4 0.38
C 3.1830 -1.3956 0.6569 -0.4 0.2 -1.9 -0.69
C 1.5831 -3.0925 1.3488 -2.6 -0.8 0.1 0.21
C 0.0741 -2.7177 1.6580 0.5 -3.8 -2.6 0.89
C -0.3451 -1.3964 2.4832 1.3 2.9 3.7 0.23
O 0.4226 -0.8365 3.3182 -2.8 -3.3 -4.0 -0.42
O -1.6495 -0.7958 2.3578 3.2 -2.8 -1.7 -0.26
P -1.8668 -0.0878 0.7876 0.4 1.3 -1.7 0.32
C -3.2539 -1.1927 -0.0252 1.2 -2.8 -1.0 -1.34
O -0.4292 -0.1906 -0.1888 0.3 -1.3 1.5 -0.28
C -0.9901 -3.7439 1.0939 3.0 -0.6 -0.7 -0.61
C -0.5766 -5.0312 0.2862 2.4 3.1 2.2 -0.04
P -1.8590 -6.2334 -0.4288 -3.4 1.2 -2.7 0.29
O -2.9403 -5.5521 -1.2965 2.8 -1.1 2.4 -0.55
N 0.8541 -5.3076 0.0874 -0.9 3.1 1.8 0.01
C 1.8972 -4.4141 0.5724 -2.0 1.2 0.9 -0.36
O 3.2674 -4.7918 0.3081 -1.8 -2.1 2.7 -0.28
C 3.7063 -5.7304 1.3156 2.1 1.1 3.0 0.36
N 4.2603 -6.1308 2.3180 -3.0 1.5 -5.3 -0.32
H 5.3287 -3.5566 1.5293 0.0 1.2 1.4 0.23
H 5.5582 -1.7645 1.9405 -0.8 -1.7 0.7 -0.06
H 5.7571 -2.9952 3.3162 -1.0 0.0 -1.4 0.29
H 3.8378 -2.0896 -0.0029 -0.8 1.2 1.1 0.38
H 2.2919 -1.0989 -0.0248 1.5 -0.2 1.1 0.18
H 3.7628 -0.4499 0.9589 -1.0 -1.7 -0.3 0.17
H -2.7712 -1.9978 -0.6864 -0.9 0.8 0.7 0.36
H -4.0171 -0.5411 -0.5859 2.0 -1.6 0.3 0.42
H -3.8300 -1.6380 0.8719 1.1 0.1 -1.6 0.42
H 0.3073 0.2896 0.2726 -1.1 -0.3 -0.6 0.31
H -2.1012 -3.5407 1.2565 1.7 -0.4 -0.3 0.40
H -1.2133 -7.2168 -1.2825 0.4 0.6 1.1 0.13
H -2.4265 -6.9353 0.6944 0.8 0.4 -0.4 0.17
H 1.1179 -6.1755 -0.4217 0.0 0.9 0.5 0.38
Br -4.0093 0.7506 1.2174 -3.2 4.6 3.4 0.05
C -5.8002 0.2675 1.8389 -0.3 0.1 -0.1 0.26
C -6.1477 0.9869 3.1141 0.0 -0.1 0.5 0.09
Br -5.2448 0.1787 4.6426 0.1 0.1 0.0 -0.18
H -5.8225 -0.8194 1.9352 0.0 0.1 0.1 0.49
H -6.4689 0.5686 1.0348 0.0 0.0 0.2 -0.54
H -7.2198 0.8947 3.3341 1.2 0.2 -0.1 -0.36
H -5.8744 2.0428 3.1041 0.0 -0.2 -0.1 0.43
Br -8.1825 1.1322 -0.7239 -0.2 0.0 -0.2 -0.17
C -9.9305 0.6443 -0.0137 0.0 0.1 -0.1 -0.60
C -10.2191 1.3505 1.2902 -0.3 -0.1 0.1 -0.53
Br -9.2594 0.5415 2.7909 -1.1 -0.1 -0.5 -0.20
H -9.9478 -0.4422 0.0699 0.0 0.2 0.1 0.37
H -10.6406 0.9565 -0.7822 0.1 0.0 0.2 0.37
H -11.2749 1.2514 1.5501 0.1 0.0 0.0 0.28
H -9.9494 2.4067 1.2761 0.0 -0.2 0.0 0.42
Br 8.1909 -1.3436 0.9092 0.1 0.0 -0.1 -0.11
C 8.3141 0.5010 0.2910 0.0 0.0 0.3 -0.16
C 6.9607 1.1678 0.2916 0.1 0.1 -0.1 -0.72
Br 5.8845 0.5814 -1.2275 -0.1 0.0 0.1 -0.13
H 8.7846 0.4766 -0.6910 -0.2 0.0 0.1 -0.13
H 8.9856 0.9930 0.9977 -0.1 0.0 -0.1 0.44
H 7.0644 2.2473 0.1673 0.0 -0.1 0.0 0.44
H 6.3790 0.9649 1.1912 0.1 0.0 -0.1 0.38
Br 4.9610 5.8546 -3.2855 0.0 -0.1 0.1 -0.14
C 5.5207 4.0230 -3.6425 0.1 0.3 -0.1 -0.35
C 4.3886 3.2175 -4.2292 0.1 -0.3 0.0 -0.68
Br 3.0993 2.7126 -2.8560 -0.2 0.1 -0.1 -0.12
H 5.9020 3.6167 -2.7059 -0.1 0.0 -0.1 0.11
H 6.3424 4.1091 -4.3566 -0.1 -0.1 0.0 0.39
H 4.7578 2.2738 -4.6353 0.0 0.1 0.1 0.38
H 3.8363 3.7496 -5.0041 0.1 0.0 0.2 0.43
Br -13.0024 1.1093 4.4783 0.1 0.1 -0.1 -0.14
C -11.4458 0.9249 5.6380 -0.1 -0.2 0.0 -0.53
C -11.7604 1.3561 7.0491 0.2 0.2 0.2 -0.58
Br -11.8142 3.2986 7.1987 -0.1 -0.1 0.0 -0.13
H -10.6389 1.4963 5.1811 -0.2 0.0 0.2 0.29
H -11.1945 -0.1376 5.6080 0.0 0.1 0.0 0.36
H -10.9695 1.0400 7.7319 -0.1 0.0 -0.1 0.36
H -12.7181 0.9823 7.4115 0.1 0.0 -0.1 0.38
Br -0.8619 0.9914 -6.2936 0.0 0.1 0.1 -0.15
C -0.3189 1.0003 -4.4212 0.2 -0.1 -0.3 -0.29
C -0.8925 -0.1810 -3.6783 0.0 0.1 0.3 -0.06
Br -2.7803 0.0870 -3.2742 0.1 0.0 -0.1 -0.12
H -0.6234 1.9613 -4.0057 0.0 -0.2 0.0 0.07
H 0.7720 0.9476 -4.4424 -0.1 0.0 0.1 0.28
H -0.4074 -0.2951 -2.7065 0.0 0.1 -0.1 -0.20
H -0.8152 -1.1182 -4.2302 0.0 0.2 0.0 0.46
Br 0.4307 7.9076 -2.8587 0.0 -0.1 0.1 -0.15
C 1.0118 6.0815 -3.2160 0.1 0.2 -0.2 -0.56
C -0.1045 5.2566 -3.8076 0.0 -0.2 0.1 -0.33
Br -1.3919 4.7243 -2.4437 0.0 0.0 -0.1 -0.14
H 1.3963 5.6806 -2.2784 -0.1 0.0 -0.2 0.37
H 1.8342 6.1801 -3.9278 -0.1 -0.1 0.1 0.23
H 0.2844 4.3198 -4.2119 0.0 0.1 0.0 0.12
H -0.6623 5.7791 -4.5850 0.1 0.0 0.2 0.45
Br 11.3193 1.8395 -1.1667 0.1 -0.1 0.0 -0.14
C 11.9897 0.3080 -2.1719 0.2 0.2 0.0 -0.59
C 11.2288 0.1237 -3.4621 0.0 -0.2 -0.1 -0.54
Br 9.4800 -0.6766 -3.1418 0.0 0.1 -0.1 -0.12
H 11.9344 -0.5561 -1.5100 -0.1 0.1 -0.2 0.36
H 13.0378 0.5388 -2.3737 -0.2 0.0 0.0 0.36
H 11.7477 -0.5791 -4.1166 0.0 0.1 0.1 0.35
H 11.0586 1.0562 -4.0004 0.1 -0.1 0.2 0.35
```
Forces are in eV/Å.



Entry 2:
Molecular formula: C24H45N12O3SW
Method: DFT, the ωB97M-V functional and the def2-TZVPD basis

As for the net charge: +3. For the lowest unoccupied orbital energy (spin up / spin down), the calculation gives -8.761 / -8.725 eV. Its expectation value of S² is 2.013. The calculation puts the HOMO energy (spin up / spin down) at -15.50 / -15.96 eV. The energy relative to the best compared isomer or geometry (same formula, charge and spin) comes out at 1.401 eV. The value obtained for the HOMO-LUMO gap (spin up / spin down) is 6.74 / 7.23 eV. Its spin multiplicity is 3.

```
86
Properties=species:S:1:pos:R:3:forces:R:3:mulliken_spin:R:1
W -0.3789 1.5089 0.6407 -2.8 1.3 1.2 1.79
C 0.3298 2.0167 5.0412 -1.1 -1.3 0.6 -0.01
C 0.3216 2.0130 3.5601 -1.1 0.2 -0.6 -0.01
N -0.4718 1.3049 2.7684 1.0 -0.1 0.7 -0.08
N -1.4043 0.5075 3.3542 -0.4 -0.3 0.3 0.00
C -2.1225 -0.2381 2.5659 -0.2 -0.2 -0.9 0.01
N -3.1807 -0.9043 3.0647 0.3 0.0 0.5 -0.01
S -1.8361 -0.5078 0.7669 0.6 0.8 1.0 0.01
C 1.0951 3.0121 2.8507 2.5 0.7 -1.9 0.07
C 2.1841 3.8120 3.3677 -1.8 -0.6 -0.4 0.00
C 2.8806 4.6786 2.5248 -2.4 -1.3 -1.3 0.02
C 2.4448 4.7376 1.1608 1.9 1.9 0.8 0.00
C 1.4325 3.9629 0.7065 -1.4 -0.4 -1.0 0.01
N 0.8446 3.0516 1.4945 -0.2 0.2 0.9 0.01
H -0.3181 1.1980 5.3847 0.0 0.3 -0.1 0.00
H -0.1023 2.9429 5.4736 0.7 -0.3 -0.3 0.00
H 1.3049 1.7292 5.4467 0.1 0.7 -0.1 0.00
H -3.4157 -0.8682 4.0536 0.3 0.3 -0.3 0.00
H -3.8259 -1.4113 2.4913 0.1 0.0 -0.4 0.00
H 2.3442 3.8315 4.4398 0.1 -0.1 -0.1 0.00
H 3.5649 5.3405 2.9783 1.0 0.6 0.0 0.00
H 2.8604 5.4860 0.4550 -0.2 -0.6 0.7 0.00
H 0.9355 4.1113 -0.2976 1.0 -0.3 1.1 0.00
C -1.2823 0.7175 -6.4243 -0.3 -1.2 0.6 0.00
C -2.5785 0.9795 -5.6606 -0.8 0.7 0.4 0.00
C -3.2069 -0.1608 -4.8559 -0.2 -0.5 0.4 0.00
C -2.5358 2.2390 -4.7790 -1.2 0.1 1.8 0.00
N -1.7237 2.2784 -3.4859 -0.2 0.1 0.8 0.00
C -2.0140 2.0731 -2.1606 0.2 -0.6 -0.9 0.02
N -0.8765 2.1141 -1.4558 0.1 0.4 -2.8 0.07
N 0.0687 2.4887 -2.3897 0.7 0.3 -0.5 0.01
N -0.4264 2.6388 -3.5852 -0.1 -1.5 2.7 0.00
H -1.4175 -0.2386 -6.9954 0.2 1.1 0.1 0.00
H -0.4729 0.5170 -5.7095 0.1 0.2 -0.2 0.00
H -1.0441 1.5815 -7.0497 0.1 -0.4 -0.1 0.00
H -3.3303 1.2944 -6.4106 0.2 -0.1 0.2 0.00
H -2.5115 -0.4777 -4.0251 -0.7 0.2 -0.7 0.00
H -3.4059 -1.0458 -5.5061 0.1 0.6 0.6 0.00
H -4.1969 0.1840 -4.4027 1.3 -0.5 -0.6 0.00
H -3.5298 2.5800 -4.4349 0.2 -0.6 -0.3 0.00
H -2.1701 3.0710 -5.2866 0.9 1.3 -1.1 0.00
H -2.9973 1.9098 -1.7206 0.3 -0.1 -0.4 0.00
N -1.2508 -6.2375 0.7448 0.1 0.0 0.3 0.00
C 0.1121 -5.7039 1.2640 -0.3 0.3 -0.4 0.00
C 0.9184 -4.9652 0.1646 0.6 0.5 0.8 0.00
N 0.0636 -4.1597 -0.6657 0.2 1.0 -0.1 0.00
C -0.9744 -4.9046 -1.2998 -1.2 0.7 -1.1 0.00
C -1.9878 -5.4607 -0.2945 -0.9 1.4 -0.4 0.00
H -1.8903 -6.3529 1.5228 0.0 0.0 0.5 0.00
H -1.1287 -7.1979 0.4225 0.2 0.0 -0.3 0.00
H 0.6041 -6.6161 1.5457 0.4 -0.1 0.7 0.00
H -0.1059 -5.0359 2.1127 0.0 -0.4 -0.3 0.00
H 1.5099 -5.6801 -0.4391 -0.6 0.3 0.1 0.00
H 1.7052 -4.2904 0.6274 -1.0 -0.9 -0.2 0.00
H -0.3152 -3.2895 -0.2558 0.6 -0.8 0.0 0.00
H -0.5503 -5.6670 -1.9268 0.3 -0.7 -0.2 0.00
H -1.4687 -4.2185 -2.0313 0.0 -0.6 0.7 0.00
H -2.8001 -6.1006 -0.6889 0.7 0.2 0.0 0.00
H -2.5162 -4.5653 0.1606 0.8 -1.1 0.0 0.00
C -3.1396 3.8489 2.4917 0.7 -0.5 0.3 0.00
C -2.1017 3.9271 1.3934 -0.2 1.2 -0.2 0.01
O -1.5498 4.9350 0.9576 -0.9 -2.5 0.9 0.01
O -1.9450 2.6827 0.8647 1.6 -0.3 -0.6 0.00
H -4.0436 3.3440 2.1600 0.0 0.1 -0.3 0.00
H -3.3381 4.8368 2.8047 -0.5 1.1 0.4 0.00
H -2.8039 3.2691 3.3797 0.2 0.3 -0.7 0.00
C 2.6603 -0.8162 2.6872 -0.2 -0.5 0.7 0.00
N 3.3084 -0.2610 1.5229 -0.2 1.0 -1.2 0.00
C 4.7726 -0.0475 1.5410 -0.2 0.8 -0.5 0.00
C 2.4972 -0.0520 0.4309 1.0 -0.8 -0.5 0.01
O 1.3548 0.5313 0.5668 0.7 -0.7 0.4 0.04
N 2.7945 -0.5590 -0.7778 -1.3 0.5 0.1 0.00
C 4.0701 -1.1550 -1.1983 0.2 -0.7 1.0 0.00
C 1.6269 -0.7818 -1.6760 0.1 0.5 -0.6 0.00
H 2.2515 -1.8166 2.4055 0.1 0.6 0.5 0.00
H 1.8253 -0.1831 3.1008 1.0 -0.6 -0.3 0.00
H 3.4809 -0.9943 3.4193 -0.9 0.2 -0.2 0.00
H 4.9954 0.6440 2.3682 0.0 -0.2 -0.2 0.00
H 5.0899 0.4712 0.5967 -0.2 -0.6 1.2 0.00
H 5.3258 -0.9764 1.7048 -0.1 0.1 -0.2 0.00
H 4.1858 -2.1773 -0.7461 -0.1 0.9 -0.5 0.00
H 4.9168 -0.5351 -0.8855 -0.4 -0.3 -0.3 0.00
H 4.0757 -1.2177 -2.2773 -0.1 -0.1 -0.1 0.00
H 1.6650 -0.1651 -2.5802 0.3 0.0 0.1 0.00
H 0.6829 -0.5415 -1.1869 0.3 -0.2 0.1 0.00
H 1.5820 -1.8244 -1.9854 0.3 -0.1 0.1 0.00
```
Forces are in eV/Å.



Entry 3:
Molecular formula: C26H35N6OPSW
Method: DFT, the ωB97M-V functional and the def2-TZVPD basis

As for the net charge: +2. For the lowest unoccupied orbital energy (spin up / spin down), the calculation gives -7.700 / -7.699 eV. The calculation puts the HOMO energy (spin up / spin down) at -12.70 / -12.70 eV. The value obtained for the HOMO-LUMO gap (spin up / spin down) is 5.00 / 5.00 eV. Its spin multiplicity is 1.

```
71
Properties=species:S:1:pos:R:3:forces:R:3:mulliken_charge:R:1
W 0.3794 -0.7338 0.3971 -0.5 0.0 -0.4 1.36
C -2.0596 2.7329 -0.9812 0.1 0.0 -0.1 -1.85
C -1.3893 1.6287 -0.2443 0.2 -0.1 -0.1 0.97
N -0.4517 0.8763 -0.7443 -0.2 0.0 -0.1 1.13
N -0.0868 1.1376 -2.0518 0.1 -0.1 0.2 -1.68
C 1.1329 0.7534 -2.2945 -0.1 0.2 -0.2 0.60
N 1.6560 0.9580 -3.5046 0.0 0.0 0.1 -0.38
S 2.1364 -0.0223 -1.0818 -0.1 0.0 0.1 -0.63
C -1.7366 1.3398 1.1470 0.0 -0.2 0.2 0.76
C -2.6771 2.0777 1.8513 0.2 -0.3 -0.1 -0.99
C -2.9336 1.7488 3.1735 0.1 -0.1 0.1 -0.72
C -2.2309 0.7057 3.7542 -0.1 0.0 0.0 -0.82
C -1.3012 0.0136 2.9996 0.0 0.1 -0.2 -0.07
N -1.0544 0.3049 1.7152 -0.1 0.6 0.4 0.43
H -1.7470 2.7521 -2.0199 0.0 0.0 0.1 0.37
H -1.8191 3.6919 -0.5165 0.0 0.0 0.0 0.43
H -3.1417 2.6054 -0.9316 0.0 0.0 0.0 0.45
H 2.5926 0.6692 -3.7251 0.0 0.0 0.0 0.22
H 1.1186 1.4482 -4.2013 0.0 0.0 0.0 0.24
H -3.1989 2.8926 1.3752 0.0 0.0 0.0 0.58
H -3.6676 2.3044 3.7390 0.0 0.0 0.0 0.48
H -2.3933 0.4210 4.7828 0.0 0.0 0.0 0.53
H -0.7242 -0.7882 3.4227 0.1 0.0 0.0 -0.06
C 1.5544 -3.7487 -3.0388 0.0 0.0 -0.1 -0.85
C 1.0700 -4.7465 -1.9880 0.1 -0.1 0.0 -0.61
C -0.3631 -4.5193 -1.5802 -0.1 0.0 0.0 0.54
C -1.2820 -5.5202 -1.8724 0.0 0.1 0.1 -0.88
C -2.6339 -5.3613 -1.6262 0.0 0.0 0.0 -1.12
C -3.0960 -4.1611 -1.1240 0.0 0.1 0.0 -0.94
C -2.2269 -3.1156 -0.8353 0.1 0.0 0.0 0.20
C -2.8246 -1.8016 -0.4341 0.0 0.0 0.1 0.74
C -3.0054 -0.8795 -1.6401 0.0 0.1 -0.1 -1.19
C -0.8511 -3.3240 -1.0168 0.1 -0.2 -0.1 0.50
N 0.0651 -2.3005 -0.6186 0.5 1.0 0.4 1.18
C 1.3824 -2.6099 -0.0921 0.3 -0.3 0.5 -0.80
C 1.3490 -3.0276 1.2534 0.6 -0.8 -0.1 -0.13
C 2.1527 -3.8151 2.1226 -0.1 0.3 -0.7 -1.07
C 1.5359 -3.7468 3.3453 -0.4 0.5 0.1 -0.86
C 0.4198 -2.8700 3.2093 0.5 0.2 -0.1 -0.77
N 0.3113 -2.4351 1.9466 -0.9 -0.3 0.4 -0.27
H 2.5849 -3.9557 -3.3236 0.0 0.0 0.0 0.35
H 1.5000 -2.7146 -2.6866 0.0 0.0 -0.1 0.01
H 0.9368 -3.8119 -3.9341 0.0 0.0 0.0 0.39
H 1.7391 -4.7604 -1.1244 0.0 0.0 0.0 0.20
H 1.1319 -5.7544 -2.3994 0.0 0.0 0.0 0.54
H -0.9221 -6.4431 -2.3054 0.0 0.0 0.0 0.43
H -3.3243 -6.1620 -1.8482 0.0 0.0 0.0 0.42
H -4.1563 -4.0148 -0.9653 0.0 0.0 0.0 0.49
H -2.2333 -1.3210 0.3582 0.1 0.0 0.0 -0.86
H -3.8005 -1.9925 0.0188 0.1 0.0 0.0 0.75
H -2.0682 -0.7032 -2.1730 0.0 0.0 0.0 0.23
H -3.4198 0.0862 -1.3419 0.0 0.0 0.0 0.32
H -3.7016 -1.3272 -2.3485 0.0 0.0 0.0 0.46
H 2.2125 -2.7622 -0.7668 -0.1 -0.1 0.1 1.21
H 3.0150 -4.3944 1.8422 0.1 0.0 0.0 0.58
H 1.8008 -4.2782 4.2433 0.0 -0.1 0.0 0.54
H -0.2704 -2.6040 3.9934 -0.1 0.0 0.0 0.63
C 2.5848 2.5115 2.1698 -0.1 -0.1 -0.1 -1.10
P 2.8107 0.7628 2.4727 0.4 0.1 0.1 1.07
C 4.3758 0.2638 1.7698 -0.1 -0.1 -0.1 -1.10
C 2.8847 0.4848 4.2357 -0.1 -0.1 0.0 -1.17
O 1.6380 -0.0312 1.8895 -0.3 -0.2 -0.3 -0.88
H 3.3365 3.0934 2.7021 0.0 0.0 0.0 0.47
H 1.5955 2.8141 2.5157 0.0 0.0 0.0 0.31
H 2.6708 2.7117 1.1008 0.0 0.0 0.0 0.34
H 5.1898 0.8255 2.2259 0.0 0.1 0.0 0.49
H 4.3716 0.4466 0.6956 0.0 0.0 0.0 0.34
H 4.5366 -0.8003 1.9512 0.0 0.0 0.0 0.33
H 3.7853 0.9337 4.6514 0.0 0.1 0.0 0.48
H 2.9012 -0.5885 4.4286 0.0 0.0 0.0 0.32
H 2.0136 0.9223 4.7225 0.0 0.0 0.0 0.34
```
Forces are in eV/Å.



- Among the records above, which one has the highest net charge?
  C24H45N12O3SW